Entry 1:
This record from the OMol25 dataset describes a 2-piece molecular cluster, C31H40F5N2O3Si overall. The level of theory is wB97M-V/def2-TZVPD.

For the relative energy (zero: lowest compared OMol25 entry of this formula, charge and spin), the calculation gives 0.00 kcal/mol. As for the total charge: +1. Its multiplicity is 1.

Element x y z (Å)
C1 -6.103521 4.932065 2.840694
C2 -4.940923 4.179581 3.469758
C3 -3.756518 3.991128 2.521246
C4 -2.604158 3.233878 3.169762
O1 -1.601810 2.784959 2.262264
C5 -0.564511 2.119112 2.967425
C6 -0.444255 0.771602 2.893372
O2 0.312202 2.834192 3.766329
Si1 1.849105 3.105325 3.141452
C7 2.871262 4.120601 4.331266
C8 2.737755 1.483855 2.877067
C9 1.701286 3.998394 1.506701
H1 -6.958383 5.012598 3.515236
H2 -5.813869 5.945377 2.562110
H3 -6.453273 4.438169 1.933344
H4 -4.599550 4.695591 4.376429
H5 -5.279322 3.191885 3.809984
H6 -4.095996 3.446167 1.635893
H7 -3.409041 4.960122 2.148130
H8 -2.118029 3.839839 3.942508
H9 -2.988288 2.335949 3.665447
H10 0.299752 0.267054 3.470588
H11 -1.140869 0.179735 2.340903
H12 3.872784 4.258755 3.933253
H13 2.414267 5.092158 4.487785
H14 2.940427 3.603050 5.282866
H15 3.757799 1.670657 2.552904
H16 2.762638 0.923850 3.807433
H17 2.230821 0.894343 2.118968
H18 2.690104 4.127830 1.076130
H19 1.087320 3.422377 0.820464
H20 1.245029 4.973197 1.650880
C10 0.585028 -5.461551 -4.116206
N1 0.743751 -4.453804 -3.087398
C11 1.614522 -4.659465 -2.042182
O3 2.244278 -5.667595 -1.813477
C12 1.642783 -3.373601 -1.240507
C13 2.979514 -2.657719 -1.404786
C14 4.113042 -3.473522 -0.910220
C15 4.963693 -4.100822 -1.811231
F1 4.847406 -3.854075 -3.130154
C16 5.946081 -4.965574 -1.351246
F2 6.765667 -5.572559 -2.224122
C17 6.083435 -5.200307 0.008302
F3 7.043526 -6.027307 0.453531
C18 5.228829 -4.580008 0.907248
F4 5.383199 -4.777672 2.225356
C19 4.233413 -3.729498 0.447639
F5 3.372656 -3.163356 1.315077
N2 0.532291 -2.529107 -1.760672
C20 0.120895 -1.414567 -1.095168
C21 -0.846592 -0.547927 -1.543746
C22 -1.282932 0.559297 -0.844581
C23 -2.305279 1.433348 -1.305846
C24 -2.664392 2.577651 -0.570267
C25 -3.629386 3.439600 -1.033812
C26 -4.278785 3.184995 -2.228151
C27 -3.961066 2.054904 -2.957865
C28 -2.995800 1.190951 -2.507624
C29 -0.013520 -3.166412 -3.019959
C30 0.294414 -2.338730 -4.262112
C31 -1.499331 -3.476754 -2.876830
H21 1.356192 -6.220373 -3.991433
H22 -0.395814 -5.921341 -4.031029
H23 0.691430 -5.014035 -5.101313
H24 1.462585 -3.600786 -0.179576
H25 3.127510 -2.440325 -2.466719
H26 2.953894 -1.692370 -0.889982
H27 0.598634 -1.220502 -0.153380
H28 -1.266237 -0.745398 -2.508801
H29 -0.825501 0.781046 0.102246
H30 -2.191140 2.756313 0.380909
H31 -3.887287 4.318615 -0.465186
H32 -5.040212 3.860544 -2.582713
H33 -4.472293 1.847849 -3.883730
H34 -2.783219 0.306664 -3.078290
H35 1.370172 -2.208156 -4.360733
H36 -0.060404 -2.842479 -5.161452
H37 -0.170284 -1.356194 -4.221407
H38 -1.655765 -4.129443 -2.020622
H39 -2.089842 -2.577927 -2.723209
H40 -1.883985 -3.983894 -3.761124

Cartesian forces (eV/Å) of the 3 atoms listed first:
C -0.03 0.11 -0.08
C 0.22 -0.24 0.38
C 0.31 -0.04 -0.47

***

Entry 2:
This record from the OMol25 dataset describes C31H40FN3O8Si2Ti as an isolated structure. The level of theory is wB97M-V/def2-TZVPD.

The electronic energy is -3499.9081 a.u. As for the total charge: -2. Its multiplicity is 1.

Element x y z (Å)
Ti1 0.217497 0.473160 -0.244628
C1 2.012729 2.017685 3.536070
Si1 0.279634 1.519205 2.972145
C2 -0.498600 3.068478 2.279047
C3 -0.670589 1.205057 4.581245
N1 0.165841 0.117947 1.936864
C4 0.571688 -1.103655 2.409066
C5 1.270895 -1.344600 3.619236
C6 1.608385 -2.613449 4.066281
C7 1.295725 -3.745653 3.325515
C8 0.646831 -3.559965 2.109164
C9 0.320012 -2.290534 1.701941
F1 -0.297321 -2.169609 0.490073
H1 1.977356 3.061799 3.869266
H2 2.771302 1.954378 2.753029
H3 2.367003 1.409859 4.373945
H4 -0.935528 3.633950 3.111181
H5 -1.289138 2.846818 1.563713
H6 0.239552 3.701141 1.781552
H7 -0.576321 2.084041 5.231690
H8 -0.315906 0.331270 5.135049
H9 -1.735716 1.054875 4.364409
H10 1.573709 -0.492819 4.208745
H11 2.148271 -2.711872 5.002132
H12 1.567955 -4.737068 3.664193
H13 0.397898 -4.392667 1.462033
O1 -1.760489 -0.311830 0.050244
C10 -2.530936 0.747945 0.605008
C11 -2.864521 1.831902 -0.218416
C12 -3.950049 2.698829 -0.005073
C13 -4.205419 3.745719 -0.883787
C14 -3.420556 3.987019 -2.005100
C15 -2.314870 3.173264 -2.203906
C16 -1.997926 2.147859 -1.320054
O2 -0.888172 1.444232 -1.465758
N2 -5.357938 4.604199 -0.638296
O3 -5.647142 5.459255 -1.465874
O4 -6.033034 4.410486 0.362737
H14 -3.132379 0.444692 1.449651
H15 -4.610128 2.539832 0.838555
H16 -3.662854 4.802276 -2.669361
H17 -1.639218 3.349037 -3.033500
O5 2.881710 3.442016 0.084765
C17 2.286256 2.397430 0.067934
O6 0.994015 2.246954 -0.146223
C18 2.960488 1.018719 0.313257
O7 4.128971 0.899926 0.600599
O8 2.087013 0.065579 0.189309
C19 4.110612 -1.857555 -0.948920
N3 3.348708 -3.012366 -1.406193
C20 3.890843 -3.531963 -2.640127
C21 1.892879 -2.778492 -1.355469
C22 1.319787 -1.825243 -2.399733
C23 1.297986 -2.298306 -3.716910
C24 1.071787 -1.461151 -4.797626
C25 0.888247 -0.107642 -4.550221
C26 0.785146 0.339711 -3.240018
C27 0.911614 -0.500972 -2.115861
H18 5.159988 -2.147640 -0.833162
H19 3.737372 -1.508419 0.011160
H20 4.066203 -1.003921 -1.643234
H21 4.942665 -3.781668 -2.474121
H22 3.841048 -2.830112 -3.485401
H23 3.368941 -4.449178 -2.930637
H24 1.718184 -2.379076 -0.367449
H25 1.403206 -3.756688 -1.423015
H26 1.490268 -3.352173 -3.896282
H27 1.063326 -1.853296 -5.808556
H28 0.771893 0.592861 -5.370933
H29 0.550264 1.381621 -3.086869
C28 -4.972739 -2.489072 -1.619140
Si2 -3.454805 -2.437068 -0.520639
C29 -4.008168 -2.284477 1.253762
C30 -2.513924 -4.043465 -0.728379
C31 -2.371326 -0.993929 -1.078847
H30 -5.603610 -3.352012 -1.380368
H31 -4.701723 -2.550315 -2.678374
H32 -5.568255 -1.580635 -1.480922
H33 -4.619487 -3.148703 1.536987
H34 -4.599055 -1.376816 1.398737
H35 -3.142699 -2.233563 1.922956
H36 -3.163797 -4.916054 -0.596255
H37 -1.704796 -4.097118 0.006094
H38 -2.059228 -4.097757 -1.723454
H39 -2.936238 -0.271605 -1.670380
H40 -1.559708 -1.357512 -1.714440

Cartesian forces (eV/Å) of the 3 atoms listed first:
Ti -0.57 0.03 0.72
C 0.19 -0.05 -0.02
Si -0.35 -0.07 0.24